(A)
51
Properties=species:S:1:pos:R:3:lowdin_spin:R:1 method="wB97M-V/def2-TZVPD" charge=-2 multiplicity=6 mol_weight_da=847.654 gap_ev="5.6 / 6.9"
O -3.9077 0.3907 1.6349 0.00
N -0.9809 3.5966 4.2134 0.00
H -2.8880 3.4918 5.0272 0.00
H -0.4613 1.7847 5.0736 0.00
C 0.3560 1.9163 3.1553 0.00
C -1.4798 3.3001 6.6354 0.00
S 4.6793 -5.4884 -1.4053 0.10
Sb -2.4718 -1.8718 -5.4735 0.40
O -2.7028 2.4085 1.9163 0.00
C -0.3624 2.4115 4.2039 0.00
C 1.9136 -2.4422 -0.3995 0.15
C 0.9304 0.5406 3.3202 0.01
H -1.0927 5.8376 5.7828 0.00
Fe 0.7182 0.3028 0.4834 2.86
C 0.4324 2.6598 1.9640 0.00
H -1.8637 7.4332 1.8845 0.00
C -0.1011 4.0147 2.0082 0.00
H -2.5562 7.1368 4.2255 0.00
S 2.1151 -4.1318 -0.7912 -0.01
H -2.1278 3.6869 7.4226 0.00
C 3.0908 -1.6703 -0.4373 0.14
C -1.5387 5.6681 3.0466 0.00
F -0.8632 -2.9254 -5.1037 0.15
H -0.4497 3.5773 6.8685 0.00
F 0.3006 0.7156 -1.1470 0.12
S 4.5326 -2.5754 -0.8541 -0.01
F -4.0891 -0.8421 -5.9014 0.15
F -3.5671 -3.2451 -4.6012 0.15
F -2.6690 -2.8059 -7.1161 0.01
C -2.4859 6.0507 4.1461 0.00
C -1.9192 3.9142 5.3138 0.00
F -1.4025 -0.5278 -6.4190 0.14
S 0.3607 -1.9276 -0.0182 0.17
C -0.5595 6.0571 0.8915 0.00
C -1.3598 6.4769 1.9494 0.00
O -2.5109 0.6877 3.5126 0.00
C -0.8631 4.4333 3.1040 0.00
C -2.0518 5.4227 5.4560 0.00
O 1.1694 0.1313 4.4429 0.01
O 0.9160 2.2290 0.8815 -0.01
H -3.4839 5.6810 3.8886 0.00
H -1.5650 2.2159 6.6500 0.00
O -1.5657 0.4153 1.3629 0.02
O 1.1506 -0.1436 2.2397 0.03
S 3.2243 -0.0331 -0.1307 0.39
C 0.0462 4.8373 0.8839 0.00
F -0.4196 6.8922 -0.1613 0.00
H 0.6058 4.4774 0.0321 0.00
H -2.7828 5.6268 6.2402 0.00
C 3.8232 -4.1356 -1.0391 0.02
Cl -2.6891 0.9698 2.1029 0.00

(B)
51
Properties=species:S:1:pos:R:3:lowdin_spin:R:1 method="wB97M-V/def2-TZVPD" charge=-2 multiplicity=6 mol_weight_da=847.654 gap_ev="5.2 / 5.2"
H 1.9800 7.7013 -2.1171 0.00
C -0.5489 2.5334 -0.0922 0.01
H 1.9284 6.4417 -4.0956 0.00
Sb 0.4826 -1.4580 -3.2337 0.00
S 2.1793 0.9123 0.1253 0.16
F -0.2454 -2.7475 -2.0986 0.00
H 2.3857 4.8873 -3.3825 0.00
C 0.0838 4.9428 -0.2014 0.00
F -1.2311 -1.2434 -3.9818 0.00
H -0.1208 6.4796 -2.6496 0.00
C 0.1611 3.5762 -2.1289 0.00
C -0.2554 2.4580 -1.4792 0.00
C 2.3408 0.6516 2.8496 0.03
C 0.2710 6.1836 0.4421 0.00
C 0.7921 5.9403 -2.3657 0.00
C -0.6962 3.9711 1.8911 0.00
C 1.6427 6.8632 -1.5052 0.00
C -0.5318 5.1903 2.4791 0.00
H 0.3463 3.5038 -3.1886 0.00
O -3.9255 -0.6690 0.9725 0.01
F -0.8183 5.3646 3.7874 0.00
Fe -0.0049 -0.2640 0.6010 4.16
C -0.4153 1.2410 -2.3604 0.00
F 2.1328 -1.5950 -2.3614 0.00
O -0.9133 1.3988 -3.4466 0.00
C 0.8499 7.3526 -0.3078 0.00
S 6.1424 1.8709 4.3521 0.00
H -1.0193 3.0947 2.4382 0.00
S 4.5784 1.5597 1.8258 0.01
Cl -2.6657 -1.3401 0.8836 0.00
O -1.9676 -0.9470 -0.3489 0.04
F 0.9518 -2.7716 -4.5076 0.00
F 0.6101 -1.9409 0.4853 0.23
O -2.8338 -2.7513 0.9497 0.00
C 4.7434 1.4660 3.5246 0.00
S 0.7093 0.0846 3.0011 0.19
O 0.1448 0.1338 -1.8913 0.03
H 1.4839 7.9331 0.3647 0.00
C 1.5430 5.5367 -3.6246 0.00
C -0.3983 3.8524 0.5276 0.00
C -0.0490 6.2887 1.7757 0.00
N 0.3849 4.7758 -1.5524 0.00
O -0.9301 1.5815 0.6085 0.03
O -1.7661 -0.8722 1.9497 0.05
C 2.9336 0.9949 1.6876 0.02
H 0.9157 5.0321 -4.3565 0.00
H 0.0938 7.2261 2.3002 0.00
H 0.0489 8.0194 -0.6452 0.00
S 3.3388 0.8362 4.2707 0.01
H 2.5281 6.3127 -1.1738 0.00
F 1.2201 -0.1473 -4.3861 0.00

It comes down to (B), which is 109.1 kJ/mol more stable than the next structure.

(A)
64
Properties=species:S:1:pos:R:3:lowdin_spin:R:1 method="wB97M-V/def2-TZVPD" charge=+3 multiplicity=2 mol_weight_da=689.815 gap_ev="3.3 / 3.5"
C -0.9368 4.8552 -2.2022 0.00
H 0.3343 0.7164 6.4236 0.00
C -1.6762 4.6488 -1.0091 0.00
C 0.1891 1.0936 5.4163 0.00
Re -0.3145 0.8424 0.2017 0.82
O -1.2930 -0.3536 -0.8244 0.06
C 5.3065 0.7535 -0.3130 0.00
H 6.3553 0.9900 -0.1967 0.00
H 0.9974 2.0713 -2.1164 0.00
C -2.8194 -1.5801 3.8089 0.00
H -0.5264 6.5883 -0.1999 0.00
H -3.0340 7.9001 -2.6508 0.00
C 3.5446 -0.6086 -1.2438 0.00
H 1.7601 7.4519 -0.1452 0.00
C -1.3797 3.5140 -0.2751 0.01
H 0.5781 4.0764 -3.5092 0.00
C -1.1092 7.7622 -1.9157 0.00
C 0.8753 -1.1452 -1.5152 0.01
H -1.2701 -0.4533 5.3499 0.00
C -3.2497 6.6068 -1.2059 0.00
H -3.7508 -1.7704 3.2847 0.00
N -2.0344 -0.6257 3.0004 0.00
H 5.6535 -0.9083 -1.6004 0.00
H -2.2769 -2.5146 3.9454 0.00
H -0.2002 2.1076 5.4692 0.00
N -2.6415 5.4927 -0.5391 0.00
C 4.3341 1.5463 0.3436 0.00
H 0.9149 9.9848 -3.4586 0.00
C 0.0193 3.9285 -2.5953 0.00
H -1.3716 9.1167 -3.5581 0.00
C -0.5970 -1.3442 -1.5960 0.01
O -4.4139 6.8126 -1.0097 0.00
N 1.2493 -0.1186 -0.7309 0.01
H 4.6565 2.3789 0.9555 0.00
H 3.2769 9.6434 -2.6990 0.00
C 2.5850 0.1914 -0.5746 0.01
O -1.1808 -2.1711 -2.1805 0.01
C 0.6074 9.2213 -2.7542 0.00
N -0.7810 0.1954 4.7476 0.00
H 3.8499 -2.2888 -2.5550 0.00
C -1.1092 0.1805 3.4784 0.00
H 2.9016 10.2550 -1.0999 0.00
C 1.0823 7.8026 -0.9157 0.00
H -2.2165 -0.6205 2.0087 0.00
H 2.2714 1.8966 0.7307 0.00
H -1.1406 5.7177 -2.8179 0.00
C 3.1128 -1.6787 -2.0450 0.01
H -3.2761 5.1348 0.1623 0.00
C 2.9081 9.3547 -1.7164 0.00
C -0.2169 7.2912 -0.9607 0.00
H 3.6137 8.6573 -1.2679 0.00
H 1.3880 -2.7515 -2.8107 0.00
S -0.2418 1.3831 2.4571 0.04
C 1.7671 -1.9488 -2.1917 0.00
C -0.6816 8.7341 -2.8138 0.00
C 4.9209 -0.2970 -1.0882 0.00
C 0.2644 2.8133 -1.8400 0.00
C 1.5188 8.7678 -1.7992 0.00
N -2.4569 7.3088 -2.0653 0.00
H -1.8938 3.2989 0.6519 0.00
C 2.9992 1.2748 0.2182 0.01
N -0.4357 2.6075 -0.6854 -0.01
H 1.1430 1.0730 4.8962 0.00
H -3.0718 -1.1418 4.7729 0.00

(B)
64
Properties=species:S:1:pos:R:3:lowdin_spin:R:1 method="wB97M-V/def2-TZVPD" charge=+3 multiplicity=2 mol_weight_da=689.815 gap_ev="2.0 / 2.1"
C -0.3649 3.6110 0.6331 0.00
H 1.8051 5.4186 3.2407 0.00
N -4.4593 -0.4121 3.4459 0.00
H -6.2855 -0.8166 2.5563 0.00
C -2.9678 0.0805 5.8971 0.00
C -3.1841 -0.0972 3.4305 0.00
C 1.0910 -3.0674 -5.4482 0.01
H -2.2299 3.0671 -2.1460 0.00
H 3.6240 -1.9123 -1.1405 0.00
C 2.5355 -4.4325 -0.5862 0.00
H 0.0951 -1.8935 1.3084 0.00
H -1.7010 5.4380 -2.5206 0.00
C -5.2373 -0.7637 2.2784 0.00
H -4.9415 -0.4689 4.3357 0.00
C -0.0663 4.9970 0.4264 0.00
C 1.8363 -2.1103 0.0651 0.00
H 2.7176 -4.1370 -6.3879 0.00
C 1.3082 2.8015 3.8094 0.01
H -1.5101 0.4419 4.4311 0.00
C -0.5591 5.6376 -0.7338 0.00
H 3.8030 -4.7559 -4.2862 0.00
H -4.9264 -1.7348 1.8878 0.00
C 1.1838 4.9699 2.4812 0.00
H -0.3210 6.6788 -0.8934 0.00
N 0.9231 -0.0354 0.8938 -0.01
Re -0.2917 0.9522 2.2676 0.85
H -0.3615 -2.1087 -4.1803 0.00
N 3.0040 -4.1895 -1.8957 0.01
C 1.9045 0.6299 0.2654 0.00
C 0.8936 -1.3720 0.7929 0.00
N 0.0952 2.9596 1.7350 0.01
H 1.1021 -2.6194 -7.5318 0.00
C -1.1455 2.9292 -0.3212 0.01
C 1.1628 -3.0145 -3.0168 0.00
N -2.4806 0.1404 4.5302 0.00
H 1.9297 1.7057 0.3634 0.00
O 2.8078 -5.4630 -0.0518 0.00
H 0.9446 6.7089 1.2615 0.00
O 1.9272 3.2478 4.7253 0.00
H -0.2577 -3.5515 -6.9809 0.00
C 2.8762 -0.0219 -0.4768 0.00
C 0.8473 3.6264 2.6163 0.01
C 2.3512 -3.7806 -3.0230 0.01
C 0.4081 -2.7252 -6.6992 0.00
H -3.4014 1.0335 6.2014 0.00
H 3.7792 -4.8280 -2.0866 0.00
C 0.5569 -2.6766 -4.1981 0.00
H -1.3715 1.8773 -0.1518 0.01
H -0.2181 -1.8410 -6.5989 0.00
N 1.7331 -3.4831 0.0418 0.00
C 0.7157 5.6617 1.3876 0.00
C 2.2883 -3.8179 -5.4489 0.00
O 0.9063 1.5550 3.6814 0.05
C -1.6148 3.5881 -1.4280 0.00
C 2.8522 -1.3988 -0.5894 0.00
C -1.3197 4.9470 -1.6384 0.00
H -5.1164 -0.0136 1.4970 0.00
H -3.7033 -0.7109 6.0279 0.00
C 2.9005 -4.1622 -4.2749 0.00
H 0.7217 -2.7052 -2.0834 0.00
H -2.1300 -0.1413 6.5554 0.00
S -2.3676 -0.0925 1.8735 0.02
H 3.6532 0.5546 -0.9560 0.00
H 1.2498 -3.9039 0.8303 0.00

It comes down to (A), which is 102.3 kJ/mol more stable than the next structure.